--- 1 ---
C4H12N4O | ωB97M-V/def2-TZVPD

Geometry as ORCA input:
```
! wB97M-V def2-TZVPD RIJCOSX def2/J DEFGRID3
* xyz 0 1
H -1.389 -2.287 -1.352
N -0.488 -1.881 -1.602
C -0.281 -0.671 -1.107
C 0.122 0.438 -2.070
N -1.075 -0.152 -0.080
N -1.882 -0.925 0.750
H 0.649 0.012 -2.915
H 0.801 1.135 -1.568
H -0.748 0.984 -2.427
H -1.266 0.836 -0.018
H -1.705 -1.908 0.547
H -1.630 -0.702 1.717
C 1.569 -1.308 -0.323
N 1.734 -1.021 0.814
H 1.936 -1.884 -1.152
C 0.558 1.930 1.844
O 0.119 0.619 2.037
H -0.293 2.614 1.717
H 1.194 2.024 0.944
H 1.147 2.281 2.696
H 0.927 -0.135 1.549
*
```

Computed properties:
Frontier orbital gap = 7.6 eV
Structure (SMILES) = [H]/N=C(/C)NN.C#N.CO

---

--- 2 ---
C4H12N4O | ωB97M-V/def2-TZVPD

Geometry as ORCA input:
```
! wB97M-V def2-TZVPD RIJCOSX def2/J DEFGRID3
* xyz 0 1
C -1.517 1.317 -1.120
C -0.554 1.456 0.022
O -0.611 2.391 0.811
N 0.694 0.655 0.002
N 1.784 1.183 0.799
C 0.486 -0.781 0.037
C -1.071 -1.104 0.702
N 0.585 -1.333 -1.255
N 1.438 -1.409 0.860
H -2.505 1.075 -0.731
H -1.228 0.557 -1.846
H -1.569 2.279 -1.641
H 2.344 1.743 0.148
H 1.355 1.918 1.384
H -1.969 -0.895 0.121
H -1.112 -0.716 1.723
H -1.089 -2.198 0.782
H 0.418 -2.323 -1.391
H 0.734 -0.726 -2.049
H 1.249 -2.275 1.349
H 2.137 -0.814 1.291
*
```

Computed properties:
Frontier orbital gap = 9.5 eV
Structure (SMILES) = CC(=O)N(N)C(C)(N)N

---

Which one sits at the bottom of the stability order? 1 does.

---

--- 1 ---
CH2N2O3Si | ωB97M-V/def2-TZVPD

Geometry as ORCA input:
```
! wB97M-V def2-TZVPD RIJCOSX def2/J DEFGRID3
* xyz 0 1
O 0.580 -0.437 -0.875
Si -0.877 -0.209 -1.148
O -1.907 -0.533 0.011
H -1.315 0.457 -2.268
H -2.747 -0.525 0.581
N 1.255 -1.162 1.777
C 1.481 -0.133 1.290
N 1.915 0.694 0.390
O 1.614 1.848 0.242
*
```

Computed properties:
Frontier orbital gap (alpha / beta) = 8.1 / 8.1 eV
Structure (SMILES) = O=[SiH]O.N#CN=O

---

--- 2 ---
CH2N2O3Si | ωB97M-V/def2-TZVPD

Geometry as ORCA input:
```
! wB97M-V def2-TZVPD RIJCOSX def2/J DEFGRID3
* xyz 0 1
C 0.395 -1.561 1.502
N 0.960 -2.111 2.353
N -0.790 -1.770 -1.069
O -1.827 -1.558 -1.665
O 0.005 -2.645 -1.275
O 0.922 1.010 -0.460
Si -0.608 -0.582 0.279
H 1.752 0.437 -0.664
H -1.987 -0.170 0.585
*
```

Computed properties:
Frontier orbital gap = 9.4 eV

---

Which one sits at the bottom of the stability order? 2 does.

---

--- 1 ---
C10H19Cl8MgO2 | ωB97M-V/def2-TZVPD

Geometry as ORCA input:
```
! wB97M-V def2-TZVPD RIJCOSX def2/J DEFGRID3
* xyz 1 1
Mg -2.014 2.788 2.113
C -0.637 -0.239 0.078
C -1.283 0.930 0.820
O -1.781 0.821 1.972
O -1.205 2.120 0.446
H -0.512 -1.066 0.777
H 0.275 0.137 -0.385
H -1.401 -0.652 -0.580
Cl -1.676 -4.248 2.718
C -2.850 -3.410 1.885
C -2.890 -3.763 0.392
Cl -3.206 -5.554 0.235
H -2.612 -2.356 2.030
H -3.830 -3.631 2.308
H -1.978 -3.456 -0.119
H -3.721 -3.239 -0.080
Cl -0.471 3.247 -4.802
C -1.063 1.558 -4.343
C -0.351 1.161 -3.078
Cl 1.408 0.852 -3.293
H -0.680 0.878 -5.104
H -2.147 1.643 -4.266
H -0.823 0.297 -2.610
H -0.462 1.986 -2.375
Cl 2.148 -1.855 4.410
C 1.209 -1.895 2.919
C 2.090 -1.600 1.646
Cl 2.495 0.102 1.512
H 0.413 -1.158 3.027
H 0.829 -2.913 3.008
H 1.583 -1.877 0.722
H 2.998 -2.203 1.685
Cl 1.168 3.753 0.654
C 2.101 2.970 -0.586
C 3.510 3.489 -0.510
Cl 3.758 5.030 -1.237
H 1.597 2.963 -1.553
H 1.996 1.975 -0.152
H 4.311 2.829 -0.840
H 3.703 3.586 0.558
*
```

Computed properties:
Frontier orbital gap = 5.8 eV

---

--- 2 ---
C10H19Cl8MgO2 | ωB97M-V/def2-TZVPD

Geometry as ORCA input:
```
! wB97M-V def2-TZVPD RIJCOSX def2/J DEFGRID3
* xyz 1 1
Mg 3.749 -0.245 2.568
C 1.115 2.117 -1.661
C 1.907 1.450 -0.460
O 1.615 0.322 -0.017
O 2.915 1.955 0.066
H 0.263 2.616 -1.199
H 0.835 1.399 -2.432
H 1.840 2.844 -2.026
Cl 0.242 5.311 3.007
C 1.733 6.285 3.214
C 2.305 6.793 1.938
Cl 1.148 7.528 0.856
H 2.547 5.701 3.645
H 1.469 6.974 4.016
H 2.660 5.922 1.387
H 3.174 7.447 2.020
Cl -4.555 1.328 -1.451
C -5.719 2.611 -1.347
C -5.098 3.939 -1.776
Cl -4.693 4.004 -3.450
H -6.182 2.682 -0.363
H -6.507 2.484 -2.089
H -4.189 4.155 -1.215
H -5.787 4.768 -1.616
Cl 6.030 4.786 -3.824
C 7.341 3.826 -2.984
C 8.678 4.075 -3.701
Cl 9.217 5.734 -3.411
H 7.134 2.790 -3.254
H 7.404 3.922 -1.900
H 8.628 3.881 -4.772
H 9.403 3.378 -3.282
Cl -0.508 -5.323 -4.656
C -0.597 -4.150 -3.325
C -0.297 -4.691 -1.907
Cl 1.193 -5.667 -1.776
H -1.498 -3.544 -3.418
H 0.175 -3.420 -3.567
H -1.104 -5.318 -1.526
H -0.313 -3.794 -1.288
*
```

Computed properties:
Frontier orbital gap = 3.2 eV

---

Which one sits at the bottom of the stability order? 2 does.

---

--- 1 ---
C3H11N5 | ωB97M-V/def2-TZVPD

Geometry as ORCA input:
```
! wB97M-V def2-TZVPD RIJCOSX def2/J DEFGRID3
* xyz 0 1
H -2.220 1.657 1.576
N -2.424 1.799 0.582
N -1.635 1.227 -0.174
N -0.466 0.869 0.545
C 0.446 -0.018 -0.158
C 1.157 0.691 -1.321
C 1.496 -0.566 0.820
N -0.386 -1.121 -0.736
N -1.018 -1.974 0.253
H -0.039 1.682 0.972
H 0.445 1.080 -2.058
H 1.844 0.013 -1.840
H 1.737 1.545 -0.955
H 2.132 0.247 1.189
H 1.038 -1.015 1.708
H 2.139 -1.313 0.343
H -1.019 -0.725 -1.435
H -1.623 -2.669 -0.188
H -1.605 -1.409 0.875
*
```

Computed properties:
Frontier orbital gap = 9.4 eV
Structure (SMILES) = [H]/N=N\NC(C)(C)NN

---

--- 2 ---
C3H11N5 | ωB97M-V/def2-TZVPD

Geometry as ORCA input:
```
! wB97M-V def2-TZVPD RIJCOSX def2/J DEFGRID3
* xyz 0 1
C -1.123 1.640 0.266
C -0.863 0.276 -0.366
N -0.794 0.385 -1.782
N 0.418 -0.408 0.189
C 0.331 -0.931 1.536
N 1.570 0.373 -0.051
H -2.104 1.992 -0.040
H -0.372 2.356 -0.060
H -1.096 1.566 1.352
H -1.666 -0.422 -0.101
H -0.607 -0.543 -2.216
H 0.001 0.964 -2.029
H 0.310 -0.139 2.298
H 1.193 -1.578 1.719
H -0.573 -1.529 1.626
H 2.366 -0.205 -0.289
H 1.851 0.918 0.767
N 0.593 -2.405 -0.855
N 0.567 -2.309 -1.965
*
```

Computed properties:
Frontier orbital gap = 9.5 eV
Structure (SMILES) = C[C@@H](N)N(C)N.N#N

---

Which one sits at the bottom of the stability order? 1 does.

---

--- 1 ---
C37H39IN8O4RbS2Sb | ωB97M-V/def2-TZVPD

Geometry as ORCA input:
```
! wB97M-V def2-TZVPD RIJCOSX def2/J DEFGRID3
* xyz -2 1
Rb 0.024 0.239 0.613
O 0.127 -4.387 0.620
C 0.253 -3.215 1.036
N -0.630 -2.313 1.421
C -1.950 -2.670 1.773
C -2.198 -3.787 2.577
C -3.456 -4.079 3.084
C -4.518 -3.234 2.791
C -4.306 -2.115 1.995
C -3.039 -1.797 1.479
N -2.757 -0.616 0.756
C -3.721 0.104 0.211
O -4.952 -0.108 0.085
C -3.245 1.442 -0.383
C -4.146 2.504 -0.434
C -3.722 3.722 -0.935
C -2.419 3.849 -1.401
C -1.601 2.735 -1.341
N -1.997 1.560 -0.839
C 1.693 -2.724 1.256
C 2.535 -3.505 2.051
C 3.803 -3.044 2.344
C 4.223 -1.823 1.823
C 3.340 -1.130 1.015
N 2.104 -1.563 0.735
H -1.364 -4.448 2.782
H -3.601 -4.962 3.697
H -5.513 -3.442 3.171
H -5.125 -1.459 1.746
H -5.153 2.334 -0.083
H -4.401 4.567 -0.965
H -2.041 4.782 -1.799
H -0.578 2.776 -1.705
H 2.167 -4.453 2.419
H 4.463 -3.625 2.978
H 5.205 -1.420 2.034
H 3.619 -0.179 0.569
O 3.467 5.672 0.875
C 2.995 5.387 2.098
C 3.223 6.317 3.115
C 2.734 6.099 4.391
C 2.011 4.946 4.683
C 1.800 4.016 3.676
C 2.279 4.206 2.384
C 2.011 3.127 1.362
O 1.471 2.066 1.706
N 2.419 3.457 0.121
N 2.013 2.521 -0.809
C 2.426 2.733 -1.985
S 3.458 4.095 -2.420
C 3.786 3.483 -4.088
C 2.520 2.811 -4.597
S 1.969 1.661 -3.335
H 3.110 4.942 0.275
H 3.780 7.213 2.867
H 2.916 6.839 5.163
H 1.622 4.774 5.679
H 1.258 3.096 3.861
H 4.609 2.767 -4.069
H 4.067 4.335 -4.710
H 2.705 2.235 -5.505
H 1.747 3.554 -4.794
I -4.574 0.179 -5.034
C -3.070 -0.418 -3.767
C -3.206 -1.067 -2.563
N -1.956 -1.241 -2.097
N -1.014 -0.720 -2.899
C -1.683 -0.225 -3.927
H -4.073 -1.363 -1.994
H -1.724 -1.561 -1.162
H -1.156 0.266 -4.731
C 3.030 -2.654 -5.447
C 1.829 -2.468 -4.519
Sb 2.177 -2.007 -2.428
C 2.751 -3.990 -1.765
C 3.158 -5.039 -2.799
C 4.180 -1.174 -2.675
C 5.372 -2.122 -2.558
H 2.723 -2.859 -6.480
H 3.667 -3.481 -5.131
H 3.661 -1.763 -5.476
H 1.188 -3.354 -4.520
H 1.193 -1.648 -4.870
H 1.881 -4.334 -1.196
H 3.543 -3.845 -1.026
H 2.409 -5.147 -3.588
H 3.273 -6.027 -2.338
H 4.105 -4.799 -3.284
H 4.248 -0.380 -1.926
H 4.175 -0.665 -3.641
H 5.393 -2.636 -1.595
H 6.322 -1.586 -2.656
H 5.353 -2.895 -3.329
*
```

Computed properties:
Frontier orbital gap = 5.1 eV

---

--- 2 ---
C37H39IN8O4RbS2Sb | ωB97M-V/def2-TZVPD

Geometry as ORCA input:
```
! wB97M-V def2-TZVPD RIJCOSX def2/J DEFGRID3
* xyz -2 1
Rb -0.675 -0.741 -0.260
O 3.681 0.322 -0.033
C 2.819 -0.598 -0.266
N 2.081 -0.791 -1.316
C 2.402 -0.113 -2.513
C 3.701 -0.256 -3.007
C 4.086 0.234 -4.243
C 3.142 0.885 -5.025
C 1.857 1.066 -4.543
C 1.449 0.607 -3.279
N 0.161 0.810 -2.762
C -0.576 1.807 -3.219
O -0.304 2.733 -4.023
C -1.999 1.878 -2.667
C -2.966 2.528 -3.437
C -4.253 2.646 -2.950
C -4.550 2.134 -1.693
C -3.528 1.517 -0.991
N -2.291 1.380 -1.465
C 2.680 -1.634 0.843
C 3.833 -2.018 1.533
C 3.735 -2.945 2.550
C 2.486 -3.459 2.871
C 1.398 -3.020 2.136
N 1.491 -2.143 1.141
H 4.416 -0.779 -2.384
H 5.105 0.104 -4.590
H 3.407 1.268 -6.005
H 1.138 1.609 -5.135
H -2.662 2.935 -4.391
H -5.019 3.136 -3.540
H -5.540 2.205 -1.262
H -3.713 1.100 -0.006
H 4.775 -1.562 1.258
H 4.618 -3.256 3.097
H 2.350 -4.172 3.673
H 0.399 -3.385 2.354
O -6.339 -1.788 2.612
C -6.254 -2.861 1.812
C -7.380 -3.684 1.701
C -7.355 -4.805 0.892
C -6.210 -5.129 0.175
C -5.095 -4.313 0.281
C -5.089 -3.180 1.087
C -3.821 -2.360 1.140
O -2.840 -2.724 0.481
N -3.927 -1.273 1.925
N -2.758 -0.561 1.994
C -2.831 0.597 2.497
S -4.345 1.402 2.974
C -3.547 2.987 3.369
C -2.278 3.113 2.537
S -1.371 1.558 2.719
H -5.434 -1.331 2.542
H -8.262 -3.413 2.267
H -8.239 -5.430 0.820
H -6.188 -6.006 -0.462
H -4.181 -4.524 -0.260
H -3.310 3.026 4.432
H -4.252 3.784 3.132
H -1.645 3.927 2.891
H -2.510 3.276 1.483
I 4.740 1.310 6.488
C 3.810 1.133 4.651
C 4.420 1.064 3.416
N 3.437 0.953 2.514
N 2.226 0.942 3.080
C 2.433 1.049 4.385
H 5.459 1.076 3.133
H 3.539 0.768 1.467
H 1.604 1.069 5.074
C -0.413 5.596 -0.322
C -0.434 4.144 -0.784
Sb 1.136 2.783 -0.108
C 2.682 3.343 -1.520
C 2.415 4.529 -2.437
C 1.856 4.052 1.533
C 2.696 5.282 1.200
H -1.322 6.122 -0.635
H 0.434 6.136 -0.746
H -0.343 5.683 0.766
H -0.412 4.088 -1.875
H -1.369 3.670 -0.481
H 2.865 2.451 -2.118
H 3.585 3.482 -0.920
H 1.536 4.346 -3.058
H 3.260 4.684 -3.118
H 2.265 5.460 -1.883
H 2.425 3.379 2.178
H 0.971 4.339 2.112
H 3.568 5.015 0.600
H 3.066 5.773 2.108
H 2.133 6.024 0.635
*
```

Computed properties:
Frontier orbital gap = 5.2 eV

---

Which one sits at the bottom of the stability order? 1 does.

---

--- 1 ---
C4H8NS | ωB97M-V/def2-TZVPD

Geometry as ORCA input:
```
! wB97M-V def2-TZVPD RIJCOSX def2/J DEFGRID3
* xyz 1 1
C 0.961 -1.300 0.541
C 0.049 -0.628 -0.476
S -1.631 -1.422 -0.048
N -0.213 0.828 -0.342
C -0.442 1.987 -0.759
C -0.742 1.775 0.664
H 0.854 -2.380 0.458
H 1.950 -0.996 0.316
H 0.734 -1.028 1.606
H 0.346 -0.966 -1.443
H -2.408 -1.317 -1.099
H -0.406 2.619 -1.704
H -0.036 2.280 1.370
H -1.754 1.841 0.900
*
```

Computed properties:
Frontier orbital gap = 8.8 eV
Structure (SMILES) = C[C@@H](S)[N+]1=CC1

---

--- 2 ---
C4H8NS | ωB97M-V/def2-TZVPD

Geometry as ORCA input:
```
! wB97M-V def2-TZVPD RIJCOSX def2/J DEFGRID3
* xyz 1 1
C -1.074 -2.407 -0.004
C -0.571 -1.277 -0.072
C 0.212 -0.137 0.031
C 0.077 0.857 -1.122
N -0.023 0.495 1.310
S 2.263 -0.535 0.122
H -1.554 -3.298 0.050
H -0.485 0.416 -1.882
H 1.031 1.275 -1.341
H -0.559 1.751 -0.725
H 0.586 1.339 1.325
H -1.028 0.594 1.418
H 0.319 -0.062 2.087
H 1.941 -1.302 1.164
*
```

Computed properties:
Frontier orbital gap = 9.5 eV
Structure (SMILES) = C#C[C@@](C)([NH3+])S

---

Which one sits at the bottom of the stability order? 1 does.

---

--- 1 ---
C4H8NS | ωB97M-V/def2-TZVPD

Geometry as ORCA input:
```
! wB97M-V def2-TZVPD RIJCOSX def2/J DEFGRID3
* xyz 1 1
C 2.932 -0.795 0.082
C 2.452 0.440 -0.075
C 1.016 0.676 -0.105
C -1.638 0.224 0.250
N -3.024 -0.302 0.018
S -0.177 -0.547 -0.184
H 3.896 -1.069 0.335
H 2.213 -1.576 -0.014
H 3.184 1.221 -0.283
H 0.751 1.685 -0.115
H -1.429 1.393 0.276
H -3.331 -0.219 -0.928
H -3.663 0.154 0.611
H -3.183 -1.286 0.132
*
```

Computed properties:
Frontier orbital gap (alpha / beta) = 6.9 / 7.7 eV

---

--- 2 ---
C4H8NS | ωB97M-V/def2-TZVPD

Geometry as ORCA input:
```
! wB97M-V def2-TZVPD RIJCOSX def2/J DEFGRID3
* xyz 1 1
S 2.211 -0.039 0.370
C 0.645 -0.029 -0.585
C -0.203 -1.265 -0.265
C -1.160 -0.846 0.773
C -1.154 0.694 0.828
N -0.169 1.171 -0.119
H 2.969 0.584 -0.533
H 0.871 0.061 -1.644
H 0.420 -2.098 0.060
H -0.750 -1.622 -1.141
H -1.779 -1.458 1.393
H -1.747 1.347 1.431
H -0.622 1.659 -0.904
H 0.468 1.842 0.336
*
```

Computed properties:
Frontier orbital gap = 10.2 eV
Structure (SMILES) = S[C@H]1CC=C[NH2+]1

---

Which one sits at the bottom of the stability order? 1 does.